# 1
DFT (wB97M-V/def2-TZVPD) results for C4H9N3O in the gas phase.

Geometry as XYZ:
```
17
Properties=species:S:1:pos:R:3
N 0.383 0.346 0.372
C -1.201 0.195 -0.177
N 1.142 1.229 -0.408
N -1.618 -1.104 -0.105
C 1.109 -0.781 0.873
C -1.731 1.134 -0.993
C 2.206 -1.269 0.311
O -0.563 0.888 1.307
H 1.386 2.011 0.196
H 0.506 1.563 -1.139
H -0.994 -1.816 0.239
H -2.576 -1.243 0.171
H 0.640 -1.190 1.756
H -2.399 0.806 -1.774
H -1.614 2.187 -0.803
H 2.673 -2.149 0.730
H 2.650 -0.807 -0.558
```

Its total energy is -10805.945 eV. As for the largest force on an atom: 1.29 eV Å⁻¹. The lowest unoccupied orbital energy comes out at 0.92 eV. As for the net charge: 0. Its highest occupied orbital energy is -7.456 eV. The calculation puts the energy relative to the best compared isomer or geometry (same formula, charge and spin) at 150.3 kcal/mol. The value obtained for the frontier orbital gap is 8.37 eV.

Calculated atomic charges, method Mulliken, unit e:
1 N 0.69
2 C 0.64
3 N -0.70
4 N -0.45
5 C -0.23
6 C -1.35
7 C -0.78
8 O -0.65
9 H 0.25
10 H 0.30
11 H 0.26
12 H 0.25
13 H 0.54
14 H 0.29
15 H 0.39
16 H 0.25
17 H 0.31

# 2
DFT (wB97M-V/def2-TZVPD) results for a molecular structure, C4H9N3O.

Geometry as XYZ:
```
17
Properties=species:S:1:pos:R:3
C -0.600 0.971 0.297
C 0.013 1.868 -0.722
C 0.680 -1.072 -0.595
C -0.328 -0.472 0.388
N 1.916 -1.169 -0.078
N -1.695 -0.976 0.196
N 0.212 -0.059 1.623
O 0.373 -1.307 -1.753
H -1.450 1.371 0.836
H 2.649 -1.608 -0.609
H 2.019 -0.898 0.893
H -1.923 -1.710 0.864
H -1.932 -1.236 -0.754
H -0.488 0.040 2.351
H -0.313 2.898 -0.576
H -0.232 1.530 -1.733
H 1.098 1.829 -0.628
```

Its total energy is -10809.860 eV. As for the largest force on an atom: 3.80 eV Å⁻¹. The lowest unoccupied orbital energy comes out at 1.01 eV. As for the net charge: 0. Its highest occupied orbital energy is -8.499 eV. The calculation puts the energy relative to the best compared isomer or geometry (same formula, charge and spin) at 60.0 kcal/mol. The value obtained for the frontier orbital gap is 9.51 eV.

Calculated atomic charges, method Mulliken, unit e:
1 C -0.47
2 C -1.18
3 C 0.02
4 C 1.53
5 N -0.31
6 N -0.63
7 N -0.93
8 O -0.65
9 H 0.44
10 H 0.23
11 H 0.27
12 H 0.18
13 H 0.23
14 H 0.29
15 H 0.35
16 H 0.30
17 H 0.33

# 3
DFT (wB97M-V/def2-TZVPD) results for C4H9N3O in the gas phase.

Geometry as XYZ:
```
17
Properties=species:S:1:pos:R:3
H -0.940 1.900 -2.634
N -0.617 1.136 -1.996
C -0.779 1.295 -0.783
C -0.724 0.021 0.152
C -1.283 0.415 1.478
O -2.373 0.861 1.634
N 0.705 -0.290 0.085
C 1.326 -1.236 1.006
N 1.113 -0.727 -1.132
H -1.191 2.146 -0.251
H -1.373 -0.695 -0.225
H -0.484 0.207 2.206
H 2.385 -1.141 0.960
H 1.006 -0.965 2.044
H 1.050 -2.271 0.777
H 0.384 -0.684 -1.875
H 1.792 0.027 -1.445
```

Its total energy is -10808.276 eV. As for the largest force on an atom: 4.80 eV Å⁻¹. The lowest unoccupied orbital energy comes out at 0.90 eV. As for the net charge: 0. Its highest occupied orbital energy is -8.149 eV. The calculation puts the energy relative to the best compared isomer or geometry (same formula, charge and spin) at 96.5 kcal/mol. The value obtained for the frontier orbital gap is 9.05 eV. Its SMILES is [H]/N=C/[C@H](C=O)N(C)N.

Calculated atomic charges, method Mulliken, unit e:
1 H 0.25
2 N -0.48
3 C -0.28
4 C 0.17
5 C 0.02
6 O -0.46
7 N 0.09
8 C -0.83
9 N -0.87
10 H 0.35
11 H 0.30
12 H 0.21
13 H 0.29
14 H 0.32
15 H 0.32
16 H 0.39
17 H 0.24

# 4
DFT (wB97M-V/def2-TZVPD) results for 2 unconnected molecules or ions with the total composition C4H9N3O2.

Geometry as XYZ:
```
18
Properties=species:S:1:pos:R:3
C 0.882 -0.073 0.108
C 1.532 1.245 0.454
N -1.748 -0.747 0.176
C -1.084 0.657 0.174
C -0.926 -1.648 0.517
N -1.225 1.153 -1.147
O 1.204 -0.383 -1.259
N -0.543 -2.684 1.005
O -1.286 1.341 1.167
H 1.110 -1.329 -1.406
H -2.762 -0.896 0.144
H 1.274 -0.836 0.784
H -0.633 0.664 -1.811
H -1.000 2.140 -1.146
H 0.115 -3.344 0.622
H 1.228 1.561 1.451
H 1.239 2.026 -0.251
H 2.621 1.153 0.417
```

Its total energy is -12855.384 eV. As for the largest force on an atom: 0.72 eV Å⁻¹. The lowest unoccupied orbital energy comes out at -0.04 eV. As for the net charge: 0. Its highest occupied orbital energy is -7.399 eV. The calculation puts the energy relative to the best compared isomer or geometry (same formula, charge and spin) at 104.8 kcal/mol. The value obtained for the frontier orbital gap is 7.36 eV.

Calculated atomic charges, method Mulliken, unit e:
1 C -0.21
2 C -1.38
3 N -0.10
4 C 0.57
5 C 0.44
6 N -0.63
7 O -0.57
8 N -0.46
9 O -0.67
10 H 0.32
11 H 0.27
12 H 0.49
13 H 0.31
14 H 0.29
15 H 0.29
16 H 0.33
17 H 0.28
18 H 0.40

# 5
DFT (wB97M-V/def2-TZVPD) results for C4H9N3O2 in the gas phase.

Geometry as XYZ:
```
18
Properties=species:S:1:pos:R:3
C -1.968 -1.971 -0.294
N -1.635 -0.781 0.168
O -0.603 -0.315 -0.652
C 0.071 0.772 -0.294
N -0.412 1.953 -0.057
N -1.726 2.068 -0.135
C 1.509 0.449 -0.077
C 1.722 -0.569 1.072
O 2.043 -0.193 -1.208
H -1.359 -2.412 -1.113
H -2.967 -2.342 0.009
H -2.303 1.242 0.135
H -2.067 2.872 0.294
H 2.160 1.348 0.156
H 1.157 -1.464 0.916
H 1.549 -0.235 2.090
H 2.825 -0.852 0.946
H 2.007 0.428 -1.956
```

Its total energy is -12855.372 eV. As for the largest force on an atom: 3.57 eV Å⁻¹. The lowest unoccupied orbital energy comes out at 0.63 eV. As for the net charge: 0. Its highest occupied orbital energy is -8.417 eV. The calculation puts the energy relative to the best compared isomer or geometry (same formula, charge and spin) at 105.0 kcal/mol. The value obtained for the frontier orbital gap is 9.05 eV. Its SMILES is C=NO/C(=N\N)[C@@H](C)O.

Calculated atomic charges, method Mulliken, unit e:
1 C -0.28
2 N -0.50
3 O -0.12
4 C 0.40
5 N -0.34
6 N -0.45
7 C 0.51
8 C -1.29
9 O -0.58
10 H 0.29
11 H 0.29
12 H 0.26
13 H 0.25
14 H 0.23
15 H 0.32
16 H 0.37
17 H 0.29
18 H 0.35

# 6
DFT (wB97M-V/def2-TZVPD) results for C4H9N3O2 in the gas phase.

Geometry as XYZ:
```
18
Properties=species:S:1:pos:R:3
C 1.989 1.038 2.050
C 1.300 -0.022 1.259
N 0.478 -0.858 1.814
O 0.011 -1.871 1.065
N 1.446 0.025 -0.164
N 0.406 0.354 -1.092
C -0.783 0.097 -0.898
C -1.684 0.142 -2.071
O -2.823 0.946 -1.905
H 1.829 1.033 3.173
H 3.110 0.803 2.117
H 1.716 2.011 1.691
H -0.936 -2.128 1.695
H 2.338 0.457 -0.569
H -1.169 -0.401 0.027
H -2.009 -0.914 -2.107
H -1.109 0.433 -3.029
H -2.524 1.929 -2.222
```

Its total energy is -12854.273 eV. As for the largest force on an atom: 5.66 eV Å⁻¹. The lowest unoccupied orbital energy comes out at 0.70 eV. As for the net charge: 0. Its highest occupied orbital energy is -8.736 eV. The calculation puts the energy relative to the best compared isomer or geometry (same formula, charge and spin) at 130.4 kcal/mol. The value obtained for the frontier orbital gap is 9.44 eV. Its SMILES is C/C(=N/O)N/N=C/CO.

Calculated atomic charges, method Mulliken, unit e:
1 C -1.05
2 C 0.59
3 N -0.44
4 O -0.37
5 N -0.16
6 N -0.47
7 C 0.27
8 C -0.48
9 O -0.53
10 H 0.32
11 H 0.28
12 H 0.29
13 H 0.41
14 H 0.31
15 H 0.22
16 H 0.20
17 H 0.26
18 H 0.34

# 7
DFT (wB97M-V/def2-TZVPD) results for C4H9N3O2 in the gas phase.

Geometry as XYZ:
```
18
Properties=species:S:1:pos:R:3
C -0.009 -0.695 -0.587
C 0.253 -0.139 2.339
C -1.167 -0.276 0.213
C -0.830 0.520 1.494
N 0.834 -1.552 -0.670
N 0.204 0.678 -1.773
N 1.055 0.576 -2.793
O 2.031 -0.156 -2.704
O 0.873 1.312 -3.729
H -0.178 -1.101 2.588
H 0.395 0.332 3.311
H 1.323 -0.228 1.914
H -1.608 -1.338 0.492
H -2.033 0.261 -0.256
H -0.473 1.599 1.245
H -1.714 0.597 2.155
H 1.692 -1.527 -1.026
H -0.647 1.138 -2.213
```

Its total energy is -12849.033 eV. Its multiplicity is 3. Its expectation value of S² is 2.0186. As for the largest force on an atom: 4.79 eV Å⁻¹. The lowest unoccupied orbital energy (alpha / beta) comes out at 0.09 / -3.79 eV. As for the net charge: 0. Its highest occupied orbital energy (alpha / beta) is -4.967 / -10.009 eV. The calculation puts the energy relative to the best compared isomer or geometry (same formula, charge and spin) at 108.0 kcal/mol. The value obtained for the frontier orbital gap (alpha / beta) is 5.05 / 6.22 eV.

Calculated atomic charges, method Mulliken, unit e:
1 C 0.31
2 C -1.12
3 C -0.36
4 C -0.41
5 N -0.41
6 N -0.25
7 N 0.96
8 O -0.76
9 O -0.65
10 H 0.29
11 H 0.37
12 H 0.27
13 H 0.30
14 H 0.28
15 H 0.29
16 H 0.29
17 H 0.29
18 H 0.30

# 8
DFT (wB97M-V/def2-TZVPD) results for C4H9N3S in the gas phase.

Geometry as XYZ:
```
17
Properties=species:S:1:pos:R:3
N -3.450 0.025 -0.220
N -2.344 -0.745 0.065
C -1.088 -0.193 0.047
N -0.943 1.076 -0.026
C 0.479 1.370 -0.025
C 1.195 0.072 0.476
S 2.805 -0.308 -0.225
C 0.220 -0.995 0.091
H -3.094 0.865 -0.679
H -3.811 0.363 0.676
H -2.414 -1.721 -0.114
H 0.810 1.686 -1.019
H 0.772 2.258 0.646
H 1.179 0.174 1.583
H 3.496 0.649 0.405
H 0.361 -1.480 -0.919
H 0.139 -1.885 0.757
```

Its total energy is -19598.500 eV. As for the largest force on an atom: 2.76 eV Å⁻¹. The lowest unoccupied orbital energy comes out at 0.86 eV. As for the net charge: 0. Its highest occupied orbital energy is -8.675 eV. The calculation puts the energy relative to the best compared isomer or geometry (same formula, charge and spin) at 26.2 kcal/mol. The value obtained for the frontier orbital gap is 9.53 eV. Its SMILES is NNC1=NC[C@H](S)C1.

Calculated atomic charges, method Mulliken, unit e:
1 N -0.77
2 N -0.01
3 C 0.50
4 N -0.64
5 C -0.62
6 C 0.18
7 S -0.25
8 C -0.92
9 H 0.34
10 H 0.25
11 H 0.24
12 H 0.30
13 H 0.30
14 H 0.31
15 H 0.13
16 H 0.35
17 H 0.31

- What is the energy relative to the best compared isomer or geometry (same formula, charge and spin) in the first record?
  150.3 kcal/mol

- energy relative to the best compared isomer or geometry (same formula, charge and spin) of number 8 (C4H9N3S)?
  26.2 kcal/mol

- The lowest largest force on an atom belongs to which entry?
  number 4